Entry 1:
A molecular structure, C22H29IrN4O2. Source: the OMol25 dataset; level of theory: the ωB97M-V functional and the def2-TZVPD basis.

The geometry in XYZ format:
```
58
Properties=species:S:1:pos:R:3:forces:R:3
Ir -0.4145 0.1868 -0.8661 -0.11 0.44 0.22
C -3.4196 0.6638 -0.5582 0.02 0.05 -0.02
N -2.4242 -0.4275 -0.6600 0.11 -0.06 0.31
C -2.7376 -1.2839 -1.8342 0.00 0.03 -0.05
C -2.4414 -1.2545 0.5695 0.13 0.02 0.07
C -3.5737 -1.9579 0.9281 -0.04 -0.02 0.03
C -3.5653 -2.8016 2.0307 -0.02 0.01 -0.03
C -2.3949 -2.9440 2.7561 0.04 0.01 0.01
C -1.2499 -2.2387 2.4128 -0.03 -0.03 0.02
C -1.2543 -1.3573 1.3250 -0.06 0.06 0.01
N -0.1676 -0.6352 0.8694 0.08 -0.24 -0.44
C 1.0653 -0.3780 1.4404 0.11 0.01 -0.01
C 1.3776 -0.4688 2.7996 0.02 -0.02 -0.01
C 2.6537 -0.1660 3.2516 -0.04 0.00 0.03
C 3.6453 0.2389 2.3752 0.01 0.00 -0.04
C 3.3417 0.3708 1.0257 0.02 0.04 0.04
C 2.0694 0.0959 0.5665 -0.13 -0.06 0.02
N 1.7122 0.2217 -0.8650 -0.06 -0.03 0.41
C 2.3634 1.3779 -1.5012 -0.03 0.01 -0.10
C 2.1446 -1.0223 -1.5662 -0.04 -0.04 -0.04
H -4.4249 0.2549 -0.4494 -0.01 0.00 0.00
H -3.3705 1.2699 -1.4610 0.00 0.00 0.01
H -3.1782 1.2862 0.2985 0.00 0.00 0.00
H -3.7714 -1.6331 -1.7935 0.01 -0.01 0.02
H -2.0602 -2.1357 -1.8362 0.01 0.01 -0.01
H -2.6065 -0.6964 -2.7428 0.00 0.00 0.00
H -4.4763 -1.8673 0.3372 0.00 0.00 0.00
H -4.4541 -3.3528 2.3026 -0.01 0.01 0.00
H -2.3624 -3.6185 3.6018 0.01 0.00 0.00
H -0.3440 -2.3975 2.9760 0.01 -0.01 0.00
H 0.6132 -0.7403 3.5102 0.00 0.01 0.02
H 2.8684 -0.2401 4.3096 -0.01 -0.01 0.00
H 4.6403 0.4621 2.7330 0.00 0.00 -0.01
H 4.1119 0.6981 0.3403 0.00 0.01 0.01
H 3.4455 1.2517 -1.5572 0.00 -0.02 -0.02
H 2.1435 2.2780 -0.9350 0.00 0.03 0.01
H 1.9818 1.4697 -2.5184 -0.02 0.02 0.01
H 3.2356 -1.0899 -1.5631 0.00 0.00 0.04
H 1.7830 -1.0013 -2.5936 0.03 0.03 0.00
H 1.7130 -1.8816 -1.0564 -0.02 -0.01 -0.01
O -1.0750 2.3546 -0.7404 -0.15 -0.17 -0.55
N -0.2414 3.3699 -0.8673 0.22 -0.10 0.12
C -0.0011 3.9047 -2.0765 -0.08 0.00 -0.03
C 0.8841 4.9500 -2.2132 0.06 0.08 0.01
C 1.5329 5.4544 -1.0947 -0.08 -0.08 0.02
C 1.2626 4.8857 0.1424 0.04 0.10 -0.02
C 0.3687 3.8429 0.2348 -0.04 -0.04 0.02
H -0.5530 3.4554 -2.8883 0.01 0.00 0.00
H 1.0555 5.3621 -3.1972 0.00 0.00 0.00
H 2.2285 6.2762 -1.1846 0.01 0.00 0.00
H 1.7400 5.2425 1.0436 0.00 0.00 0.00
H 0.1020 3.3308 1.1468 0.01 0.00 0.02
C 0.2024 -4.7562 -1.0109 -0.02 0.00 0.01
O -0.1537 -3.4416 -0.5918 0.05 -0.02 -0.06
H -0.6650 -5.4194 -1.0385 0.00 0.00 0.00
H 0.9664 -5.1931 -0.3643 0.00 0.00 0.00
H 0.6069 -4.6732 -2.0176 0.00 0.00 0.00
H -0.4787 -3.4816 0.3151 -0.03 0.00 -0.01
```
Positions in Å, forces in eV/Å.

Computed properties:
spin multiplicity: 2
total charge: +1
strongest force on any atom: 0.59 eV/A
electronic energy: -36170.4214 eV
relative energy (zero: lowest compared OMol25 entry of this formula, charge and spin): 81.4 kJ/mol
gap between HOMO and LUMO (alpha / beta): 6.43 / 6.40 eV
LUMO level (alpha / beta): -0.112 / -0.117 hartree

Entry 2:
A molecular structure, C22H29N3O4S. Source: the OMol25 dataset; level of theory: the ωB97M-V functional and the def2-TZVPD basis.

The geometry in XYZ format:
```
59
Properties=species:S:1:pos:R:3:forces:R:3
C -4.8606 -1.6280 2.2105 0.75 1.16 -3.22
H -4.5754 -2.3532 2.9195 -0.10 -0.58 1.24
H -4.4570 -0.5525 2.4525 -0.94 -2.22 -0.36
H -5.9226 -1.6476 1.8838 0.48 0.23 1.00
C -4.0835 -2.2093 0.7308 4.33 10.87 7.06
N -4.3735 -1.3097 -0.2539 0.44 2.08 -2.39
C -4.0120 0.0414 -0.0163 4.12 1.04 -8.44
H -4.5028 0.7167 0.4875 -3.00 2.56 4.36
C -2.4782 0.3631 -0.0252 -0.69 -1.42 3.75
H -2.1424 1.3557 0.0346 -0.65 2.04 -0.59
H -2.2214 0.1566 1.0758 0.64 -0.89 -1.50
C -1.7152 -0.3273 -1.0814 2.88 -6.65 1.62
N -0.2003 -0.7316 -0.7244 -0.13 6.77 -2.01
C 0.2564 -1.3199 0.3513 -4.36 -5.37 0.32
O -0.3786 -2.2732 0.8192 0.07 0.04 1.78
C 1.6293 -1.1950 0.5654 6.33 0.89 -0.56
C 2.0971 -0.3249 -0.3363 -1.96 4.89 -1.56
C 3.2988 0.4813 -0.5094 2.97 5.69 -2.44
O 3.4635 1.8086 -1.0199 -2.36 -7.20 2.75
C 4.5369 -0.1594 -0.2379 -2.35 -1.74 -1.28
C 5.7803 0.3348 -0.2800 -1.70 4.25 3.68
N 6.6981 -0.4717 0.1212 5.12 -0.28 -0.80
C 6.3937 -1.6699 -0.0408 -3.57 -3.58 -1.24
S 4.6146 -1.8893 -0.1614 2.24 -0.13 -0.54
C 7.2688 -2.8038 -0.2140 2.48 -4.95 5.02
H 7.0865 -3.5236 0.9055 0.35 2.04 -2.72
H 7.1644 -3.8083 -0.8400 -0.05 3.10 0.41
H 8.3430 -2.4915 0.0744 -1.53 -0.57 -1.31
C 6.0741 1.7501 -0.0553 1.13 1.09 -4.56
H 6.2615 2.1198 -1.1169 -0.68 0.01 0.55
H 5.3766 2.4609 0.2755 -1.15 0.31 0.86
H 7.0749 1.9088 0.2077 1.30 -0.13 1.61
C 0.8391 0.4128 -1.0317 0.67 -7.80 -2.98
C 0.4942 1.6462 -0.6380 -1.94 8.39 2.68
C 0.1296 2.8191 -1.3140 0.90 -0.52 3.36
C 0.0189 4.1133 -0.3204 4.71 -14.34 -3.10
C 0.2551 3.3562 0.6867 0.04 1.92 11.99
O 0.5507 2.0674 0.9732 -0.38 0.23 -7.24
C 0.1830 3.9580 2.2498 0.33 0.38 1.72
H -0.5980 3.4752 2.9595 1.32 -0.31 -1.59
H 1.2727 3.7858 2.8424 -3.01 0.75 -1.83
H -0.2589 5.0230 2.4366 1.59 -1.32 -1.10
H -0.3983 4.8839 -0.5208 -4.65 9.66 -2.05
H 0.0115 2.8276 -2.3533 -0.06 0.02 -1.38
H 0.7856 0.4255 -2.2177 0.92 -0.04 2.27
O 2.5395 -1.9651 1.3010 -6.39 -1.21 1.55
H 1.8203 -2.6139 1.7710 2.52 1.64 -1.11
H -1.8985 -1.5757 -1.0299 -1.06 3.58 -1.09
H -1.6393 0.1685 -2.0518 -0.27 -0.44 0.14
H -4.2958 0.7226 -1.0804 0.46 -2.22 1.98
C -5.6142 -1.3154 -0.9417 -2.81 -1.60 2.70
C -5.5537 -1.2382 -2.4692 6.90 1.32 2.09
H -5.0845 -0.2318 -2.8496 -1.48 -1.98 0.42
H -4.7960 -2.0910 -2.6955 -1.16 1.53 -0.04
H -6.4393 -1.5649 -2.7242 -4.65 -0.84 -2.44
H -6.3027 -0.5097 -0.3037 0.90 -1.85 -2.20
H -6.0542 -2.4080 -0.6896 0.43 2.39 -0.61
H -4.4466 -3.0536 0.6668 -2.65 -8.70 -1.22
H -3.0149 -1.9257 1.1425 -1.55 -1.99 -1.45
```
Positions in Å, forces in eV/Å.

Computed properties:
spin multiplicity: 1
strongest force on any atom: 15.41 eV/A
electronic energy: -46762.3091 eV
relative energy (zero: lowest compared OMol25 entry of this formula, charge and spin): 1895.9 kJ/mol
gap between HOMO and LUMO: 6.57 eV
LUMO level: -0.041 hartree